[1]
Here is a 10-piece molecular cluster, C16H52O10 overall in a non-equilibrium geometry from the Open Molecules 2025 dataset. Energies are from wB97M-V/def2-TZVPD.

Structure (XYZ):
```
78
Properties=species:S:1:pos:R:3:mulliken_charge:R:1
H 7.33 7.86 7.71 0.278
H 2.91 4.15 12.59 0.302
H -4.15 10.94 13.03 0.310
H -1.44 12.12 2.16 0.252
O 7.00 10.30 8.99 -0.515
H 2.27 6.24 3.90 0.281
H -3.13 14.64 1.63 0.325
H -3.61 3.43 7.46 0.291
H 0.53 6.09 2.48 0.321
H 3.67 10.10 10.48 0.312
H 3.05 12.58 2.19 0.288
H 4.80 6.45 11.89 0.234
O 0.31 8.58 6.83 -0.635
H -3.62 1.24 4.49 0.307
H -0.41 9.21 6.76 0.316
H 3.50 10.92 2.53 0.314
H -3.80 9.13 11.73 0.321
O -3.57 2.07 4.96 -0.544
H 0.96 6.02 0.81 0.298
H 4.69 12.18 2.24 0.295
H -1.63 2.40 5.33 0.228
C 2.64 5.68 2.09 -0.185
H 3.39 16.13 8.29 0.302
H -2.00 13.91 0.59 0.333
O -2.35 12.89 3.79 -0.516
H 1.34 14.06 9.08 0.214
O 2.94 5.06 10.68 -0.519
H 8.76 9.64 8.12 0.263
C 3.72 11.57 0.40 -0.125
H 4.53 10.90 0.12 0.207
H -3.19 13.28 4.03 0.299
O 1.09 15.28 7.48 -0.524
O 2.76 5.53 3.48 -0.506
H 3.27 4.83 1.81 0.232
H 7.82 10.82 7.18 0.288
H 2.43 16.01 9.80 0.288
H 3.72 14.85 9.32 0.320
C -4.09 9.79 10.91 -1.002
H 7.61 10.93 9.39 0.304
H 0.83 8.88 7.57 0.316
H -2.73 4.47 6.37 0.286
C 7.76 9.93 7.81 -0.193
C -3.59 11.19 11.25 -0.189
H -1.35 14.52 2.06 0.264
H 2.56 9.99 11.50 0.320
H 2.52 5.88 12.46 0.242
C 3.73 11.78 1.90 -1.053
H -3.24 12.15 2.16 0.268
H 7.70 8.59 6.12 0.328
H -5.17 9.73 10.82 0.278
H 4.67 5.62 13.43 0.296
O 3.89 12.79 -0.32 -0.506
C 3.17 5.08 12.09 -0.320
C -2.23 14.02 1.65 -0.978
H 0.52 14.63 7.05 0.291
H 5.25 4.66 12.01 0.254
H 2.80 5.94 10.31 0.296
C -2.72 3.48 6.84 -0.992
C -2.33 12.70 2.41 -0.247
H -2.47 1.33 6.45 0.257
H -3.70 11.89 10.42 0.299
C 4.63 5.48 12.35 -0.783
O -4.38 11.56 12.33 -0.513
H -1.87 3.49 7.52 0.317
H 2.75 11.08 0.28 0.266
C 2.88 15.45 8.98 -1.072
H 0.93 4.50 1.64 0.231
H 6.13 8.84 6.90 0.280
C -2.55 2.26 5.89 -0.149
C 1.94 14.53 8.31 -0.106
H -3.61 9.40 10.01 0.301
H -2.53 11.11 11.51 0.196
C 1.17 5.56 1.77 -0.881
C 7.20 8.74 7.08 -1.031
H 3.19 12.79 -0.97 0.315
H 2.41 13.77 7.67 0.288
O 2.75 9.84 10.57 -0.633
H 3.04 6.67 1.88 0.208
```

Output
* frontier orbital gap: 9.9 eV
* energy above the lowest of the compared OMol25 structures with the same formula, charge and spin: 106.78 kcal per mole
* F_max: 2.5 eV/Å
* highest occupied orbital energy: -0.36528 Ha
* calculated total energy: -1393.02184 Ha

***

[2]
Here is a 11-piece molecular cluster, C16H54O19 overall in a non-equilibrium geometry from the Open Molecules 2025 dataset. Energies are from wB97M-V/def2-TZVPD.

Structure (XYZ):
```
89
Properties=species:S:1:pos:R:3:mulliken_charge:R:1
C -8.08 16.45 -10.51 0.727
C -6.62 13.18 -5.31 0.600
O -6.48 12.16 -6.22 -0.543
H -7.98 16.75 -12.80 0.358
H -8.38 20.26 -9.41 0.340
H -9.77 10.39 -10.63 0.345
H -6.42 13.49 -8.16 0.121
H -9.38 16.71 -3.91 0.381
O -9.28 10.64 -9.80 -0.553
H -7.14 14.82 -9.90 0.373
O -7.53 16.15 -7.30 1.519
H -9.89 20.43 -7.68 0.432
H -7.88 17.52 -5.28 0.112
H -12.29 17.57 -5.04 0.534
O -7.42 15.19 -10.75 -0.702
H -9.22 13.81 -3.31 0.309
O -5.08 15.82 -12.13 -0.638
C -2.12 14.09 -7.84 -0.438
H -10.29 11.47 -8.24 0.295
H -5.80 13.09 -4.55 0.507
H -4.58 14.77 -10.47 -0.031
H -9.14 16.29 -10.46 0.354
H -7.25 19.14 -7.74 -0.117
O -12.76 17.22 -6.74 -0.644
O -8.35 13.93 -3.75 -0.579
H -5.79 11.52 -5.98 0.292
H -5.87 15.33 -11.98 0.346
H -8.66 13.32 -5.72 -0.131
H -1.80 15.07 -8.12 0.278
H -12.84 18.31 -8.49 0.356
H -10.72 12.23 -9.82 0.384
H -5.92 17.26 -5.13 0.240
O -0.96 13.41 -7.39 -0.576
H -6.98 16.85 -6.96 0.088
O -11.72 15.77 -8.50 -0.750
C -11.10 17.03 -8.28 0.518
H -4.03 17.69 -10.64 0.429
H -0.71 13.75 -6.52 0.333
H -8.78 20.38 -6.36 0.464
C -8.87 20.46 -7.47 -1.080
H -6.90 15.54 -7.63 -0.589
O -8.59 18.09 -5.15 -0.440
O -8.10 21.54 -7.88 -0.555
H -8.88 18.33 -7.66 -0.727
O -4.18 15.02 -6.65 -0.610
H -2.46 13.70 -8.77 0.261
O -3.72 16.52 -8.97 -0.549
H -11.04 15.10 -8.47 0.614
H -5.36 16.99 -9.82 -0.709
O -11.96 17.75 -4.10 -0.643
H -6.59 14.13 -5.73 -0.601
H -3.19 15.72 -11.28 0.411
H -10.76 19.16 -5.13 0.126
H -2.83 13.83 -5.76 0.729
H -3.83 13.07 -6.79 0.132
H -12.62 16.35 -7.14 0.367
O -8.59 19.34 -9.35 -0.428
H -7.57 16.96 -9.64 -0.435
H -11.68 18.85 -7.30 0.048
H -10.18 16.76 -5.45 -0.155
C -8.30 19.16 -8.01 1.338
C -9.91 11.77 -9.21 -0.815
C -10.80 18.45 -4.27 -0.607
H -4.35 15.25 -5.75 0.211
C -12.15 17.96 -7.71 -0.259
O -5.98 17.75 -5.94 -0.609
H -8.48 22.25 -7.33 0.388
H -9.35 14.15 -7.51 0.037
H -10.78 17.46 -9.24 0.242
H -8.03 12.70 -8.48 0.031
H -8.92 18.67 -10.83 0.522
C -4.20 15.66 -11.01 -0.032
C -8.89 12.91 -9.02 0.288
O -8.89 18.23 -11.74 -0.711
H -5.32 14.33 -8.13 -0.250
O -9.57 14.06 -8.43 -0.471
H -6.10 18.66 -5.68 0.254
H -10.62 18.99 -3.31 0.336
C -8.05 12.98 -4.80 -0.062
H -8.69 13.03 -10.05 0.225
C -3.21 14.02 -6.73 -0.365
H -8.35 11.97 -4.47 0.414
H -10.39 17.01 -7.51 -0.522
C -4.41 16.81 -10.14 0.646
C -7.87 17.25 -11.84 -0.655
H -6.92 17.73 -11.71 0.337
H -4.19 16.06 -8.30 0.159
O -6.10 14.26 -8.60 -0.902
C -9.70 17.38 -4.68 0.335
```

Output
* frontier orbital gap: 8.3 eV
* energy above the lowest of the compared OMol25 structures with the same formula, charge and spin: 117.42 kcal per mole
* F_max: 5.3 eV/Å
* highest occupied orbital energy: -0.32157 Ha
* calculated total energy: -2071.29489 Ha

***

[3]
Here is a 10-piece molecular cluster, C16H56N4O10 overall in a non-equilibrium geometry from the Open Molecules 2025 dataset. Energies are from wB97M-V/def2-TZVPD.

Structure (XYZ):
```
86
Properties=species:S:1:pos:R:3:mulliken_charge:R:1
H -3.30 4.21 1.40 0.266
H 1.64 -2.38 -1.14 0.286
H 4.45 -1.31 -2.34 0.079
H 0.76 2.95 0.82 0.135
H 4.91 -0.81 0.74 0.348
H -3.84 -1.47 -2.91 0.335
H -0.91 -0.68 -1.15 0.093
H -2.65 -2.65 -3.48 0.370
H -5.86 -4.36 -3.04 0.261
C 5.04 0.07 -3.87 -1.081
H 5.48 3.23 -3.01 0.323
O 5.08 1.24 -3.05 -0.368
H -0.87 4.00 1.09 0.101
C -0.57 -0.76 2.78 -0.577
N -2.73 3.55 1.93 -0.541
N 2.70 -0.61 -3.43 -0.777
H 2.12 -2.26 1.10 0.373
C -1.42 5.59 2.52 -1.564
O 3.96 0.98 -0.59 -0.470
H 1.16 1.67 2.00 0.054
H 4.34 1.03 -1.50 0.405
H -2.34 -2.03 3.98 0.365
H -4.34 -1.35 2.56 -0.001
H 3.52 -3.00 -4.08 0.375
H 4.64 0.39 -4.85 0.418
H 2.74 -3.13 2.21 0.310
C -3.13 -1.40 -0.29 -1.403
H 6.73 2.31 -3.79 0.310
O -1.92 -0.30 2.88 0.060
O 1.57 -2.89 -1.97 -0.684
H -2.19 -3.15 -1.02 0.166
H -5.84 -2.54 -3.10 0.308
H 5.12 2.65 -4.58 0.331
C 5.64 2.36 -3.66 -0.907
C -4.11 -0.88 3.52 1.115
O 1.95 -3.04 1.66 -0.638
C 4.27 -2.24 -4.23 -1.551
H -1.82 5.59 3.53 0.375
H -0.90 1.45 -0.25 0.232
H 2.60 -0.33 -0.24 0.184
C 4.13 -0.99 -3.34 1.167
H -4.94 -3.60 -4.22 0.297
C -4.61 0.57 3.44 -1.479
H -0.50 -1.84 2.82 0.621
H 2.59 0.23 -2.85 0.260
O -4.19 -3.38 -2.26 -0.315
N -4.98 -1.54 4.53 -0.774
H 4.23 -1.92 -5.28 0.329
H -0.17 -0.29 1.89 -0.390
H -4.60 1.03 4.43 0.365
H -2.53 -1.27 0.62 0.037
O 1.76 -0.75 0.02 -0.320
H -4.82 -2.54 4.38 0.277
H -0.79 2.24 3.00 -0.012
C -2.66 -0.99 3.89 -1.099
H -0.27 -1.95 -1.78 0.276
O 5.59 -1.50 0.82 -0.642
C -3.26 -2.36 -2.63 -0.896
C -5.25 -3.46 -3.17 -0.764
H -0.78 3.62 4.06 0.440
H 2.20 -1.34 -2.91 0.206
H 5.24 -2.72 -4.05 0.414
C -2.41 -2.13 -1.38 1.007
H 0.03 1.74 -1.44 0.197
H 2.38 2.80 1.60 0.188
H 1.07 -0.09 -0.21 0.067
H 6.04 -0.33 -4.06 0.330
H -4.03 1.18 2.74 0.199
H -2.37 -0.51 4.83 0.313
O 0.84 3.45 2.85 -0.468
H -3.14 3.70 2.86 0.292
H -0.41 5.99 2.56 0.358
H 4.32 1.74 -0.12 0.259
H -3.39 -0.36 -0.53 0.291
C 1.30 2.72 1.73 -0.193
O -0.05 1.20 -0.64 -0.551
H 1.29 -3.77 -1.69 0.280
C -0.54 3.30 3.04 -0.197
H -2.10 6.13 1.86 0.421
H 6.19 -1.34 0.08 0.295
C -1.37 4.12 2.06 0.349
N -1.16 -1.47 -1.73 -0.448
H 0.01 -0.34 3.61 0.406
H -5.96 -1.38 4.33 0.269
H -5.64 0.61 3.07 0.429
H -4.04 -1.91 0.01 0.493
```

Output
* frontier orbital gap: 8.6 eV
* energy above the lowest of the compared OMol25 structures with the same formula, charge and spin: 14.50 kcal per mole
* F_max: 2.0 eV/Å
* highest occupied orbital energy: -0.31186 Ha
* calculated total energy: -1614.54624 Ha

***

[4]
Here is a 13-piece molecular cluster, C16H58N8O13 overall in a non-equilibrium geometry from the Open Molecules 2025 dataset. Energies are from wB97M-V/def2-TZVPD.

Structure (XYZ):
```
95
Properties=species:S:1:pos:R:3:mulliken_charge:R:1
H -15.64 17.55 -5.11 0.287
O -17.44 23.65 1.09 -0.811
C -18.03 18.49 -1.21 0.146
H -15.90 24.84 0.68 -0.006
N -18.06 21.17 1.89 -0.166
H -19.95 22.82 -0.33 0.123
O -21.95 21.28 -0.89 -0.755
C -18.10 26.03 -4.26 0.666
O -20.04 26.15 -0.53 -0.813
H -17.53 27.30 -5.83 0.337
C -13.72 20.74 -1.95 1.083
N -19.99 21.97 0.29 -0.166
H -13.21 23.09 -6.61 0.226
H -15.46 22.43 1.64 -0.318
C -16.62 24.75 1.47 -0.715
C -19.31 25.15 -1.12 0.140
H -18.49 26.70 -3.53 0.292
H -18.63 17.76 -0.52 0.094
H -18.86 21.26 2.59 0.365
H -14.85 20.52 -5.11 0.233
H -14.25 21.28 1.40 0.479
H -19.44 19.36 2.50 0.327
H -19.14 22.76 -4.65 0.406
H -14.64 24.31 -1.31 -0.146
N -14.21 21.23 -5.51 -0.190
H -19.62 23.32 -2.04 -0.129
H -14.99 19.98 -0.76 0.163
H -13.26 21.59 -1.44 0.271
C -17.64 19.99 1.67 0.083
C -20.78 20.86 -4.21 -1.696
N -19.86 24.00 -1.33 0.222
H -19.25 27.17 -5.75 0.391
N -18.04 25.09 -1.23 0.524
C -13.94 24.37 -2.17 0.369
H -18.39 25.82 -6.48 0.298
H -12.74 23.11 1.85 0.353
C -15.30 18.14 -4.32 -0.910
H -11.85 19.68 -2.25 0.470
O -15.53 23.04 -4.58 -0.422
O -12.78 25.12 -2.04 -0.603
H -21.03 19.84 -3.84 0.324
H -19.14 21.69 0.81 0.220
H -18.23 18.08 1.94 0.309
H -17.20 25.64 1.60 0.420
H -16.16 21.60 -0.86 -0.031
H -21.71 21.48 -4.04 0.340
O -16.82 23.01 -2.18 2.196
H -14.45 21.14 -2.64 -0.375
H -21.14 19.17 -0.06 0.234
H -13.09 19.37 -3.42 0.188
H -17.51 24.14 -1.46 -0.325
H -18.70 25.10 -4.20 -0.338
H -16.77 20.83 -2.18 -0.261
H -15.08 17.60 -3.33 0.324
H -13.45 20.89 -6.00 0.176
O -17.86 18.04 -2.52 -0.695
C -14.43 22.53 -5.19 0.266
C -18.33 26.59 -5.69 -1.397
O -13.59 23.16 2.24 -0.558
H -19.58 19.63 0.81 0.180
H -16.71 19.10 -3.50 0.120
C -20.84 21.04 -0.09 0.340
C -16.98 21.71 -1.53 0.950
H -18.43 19.46 -1.25 -0.340
N -20.50 19.88 0.34 -0.204
O -16.42 19.65 1.10 -0.605
H -12.93 25.81 -1.39 0.386
H -13.83 24.31 -5.69 0.349
H -19.88 21.32 -2.45 -0.686
O -15.96 19.41 -4.00 -0.479
H -12.14 20.83 -3.49 0.254
O -14.11 19.72 -1.01 -0.670
H -13.87 23.35 -2.60 -0.381
H -14.46 24.65 -3.07 0.088
O -19.44 22.76 -3.76 -0.766
O -16.78 25.55 -4.04 -0.533
N -18.54 19.10 2.03 -0.381
H -20.84 24.31 -1.48 0.262
H -20.58 20.72 -5.29 0.404
C -19.64 21.44 -3.45 1.033
H -16.86 25.06 -3.22 -0.014
H -18.73 20.90 -3.71 0.180
H -16.18 22.84 -2.87 -1.211
H -17.48 22.01 1.57 0.125
H -17.04 18.61 -0.88 0.488
H -14.38 18.47 -4.76 0.365
H -17.24 17.28 -2.52 0.340
N -13.56 23.31 -5.70 -0.398
H -18.02 24.12 0.46 0.252
H -14.25 22.64 0.42 0.017
H -16.07 24.54 2.42 0.353
C -12.65 20.14 -2.79 -1.548
C -14.44 22.32 1.44 0.078
H -17.84 21.61 -0.96 -0.114
H -17.46 25.96 -1.15 0.247
```

Output
* frontier orbital gap: 9.1 eV
* energy above the lowest of the compared OMol25 structures with the same formula, charge and spin: 43.83 kcal per mole
* F_max: 8.7 eV/Å
* highest occupied orbital energy: -0.32951 Ha
* calculated total energy: -2060.32882 Ha